(1)
Entry from OMol25: a molecular structure, C36H44MoN12O3SSbSe5 (ωB97M-V/def2-TZVPD).

Output
- Max |F|: 0.9 eV Å⁻¹
- LUMO level (alpha / beta): -4.2 / -4.1 eV
- HOMO (alpha / beta): -9.51 / -9.53 eV
- Molecular weight: 1337.40 g/mol
- Frontier orbital gap (alpha / beta): 5.3 / 5.5 eV
- Net charge: +1

Structure (XYZ):
```
103
Properties=species:S:1:pos:R:3:mulliken_charge:R:1
Mo -0.20363 -1.05019 -0.54727 0.396
C 3.46486 -5.42706 0.31330 -1.171
N 2.63749 -4.23283 0.51263 0.832
C 1.43810 -3.94155 0.02533 -0.688
N 1.15933 -2.66191 0.26911 0.258
C 2.26805 -2.22584 0.94768 -0.543
N 3.17774 -3.14365 1.10285 -0.864
C 4.10083 -5.44488 -1.06008 0.966
C 4.20268 -6.65209 -1.74125 -0.947
C 4.72902 -6.69115 -3.02426 -0.706
C 5.11196 -5.51967 -3.65556 -0.695
C 5.01485 -4.30931 -2.97902 0.366
C 4.54090 -4.27647 -1.67036 -0.278
C 5.19521 -3.02900 -3.68045 0.333
N 5.58054 -1.88958 -3.23126 -0.572
N 5.20507 -0.94493 -4.19869 -0.416
C 4.62214 -1.60297 -5.13960 0.237
O 4.62870 -2.94428 -4.90769 -0.219
C 3.59517 -1.10976 -6.07529 0.367
C 3.42843 0.23527 -6.39291 -0.631
C 2.18591 0.67492 -6.82797 -0.626
C 1.08078 -0.17441 -6.80033 -0.575
C 1.25443 -1.51543 -6.48479 0.544
C 0.12564 -2.42169 -6.04802 -1.052
N 0.25257 -2.60040 -4.57576 0.643
C -0.45239 -2.01738 -3.61759 -0.329
N 0.18405 -2.14272 -2.44913 0.402
C 1.31759 -2.82470 -2.79137 -0.424
N 1.37778 -3.13904 -4.04967 -0.603
C 2.53703 -1.98955 -6.25944 -0.362
H 2.82895 -6.30078 0.45067 0.472
H 4.19750 -5.40300 1.11891 0.283
H 0.81681 -4.63908 -0.51224 0.423
H 2.39325 -1.21865 1.30806 0.573
H 3.85445 -7.56665 -1.27689 0.417
H 4.80529 -7.63446 -3.54671 0.418
H 5.46631 -5.54097 -4.67724 0.532
H 4.47660 -3.31899 -1.16739 0.759
H 4.23949 0.93550 -6.24773 0.458
H 2.05087 1.71562 -7.08968 0.428
H 0.08653 0.22205 -6.97130 0.494
H 0.16341 -3.41159 -6.49906 0.272
H -0.85285 -1.97206 -6.21192 0.420
H -1.39008 -1.51239 -3.80070 0.327
H 2.11168 -3.07767 -2.11303 0.262
H 2.67662 -3.02969 -6.02281 0.604
C -0.21572 6.01605 3.17967 -0.807
C -0.91358 7.31376 2.77878 -0.596
C -2.35480 7.14656 2.29207 0.210
C -2.50581 6.68583 0.84161 -1.215
N -1.91523 5.39488 0.53309 0.128
C -2.35788 4.18716 0.91553 -0.874
S -1.45441 2.81056 0.54164 0.264
N -3.52889 4.13344 1.57153 0.166
C -4.21061 2.88288 1.89259 -1.435
C -3.75033 2.23683 3.19780 0.316
C -4.36940 2.80931 4.47007 -0.821
C -4.05039 4.27616 4.73212 -0.740
H 0.75462 6.22573 3.63092 0.427
H -0.05410 5.34180 2.34005 0.167
H -0.81320 5.47543 3.91848 0.091
H -0.32978 7.83701 2.01501 0.283
H -0.92789 7.97686 3.64648 0.352
H -2.87675 8.10408 2.36249 0.390
H -2.88057 6.46330 2.96561 -0.270
H -2.01663 7.40166 0.18042 0.519
H -3.56154 6.68679 0.54719 0.360
H -1.05847 5.35862 0.00754 0.366
H -4.04391 4.98916 1.69245 0.351
H -4.03788 2.19915 1.06118 0.360
H -5.27988 3.10260 1.92863 0.481
H -2.65904 2.30631 3.23462 -0.006
H -3.99458 1.17125 3.13756 0.280
H -4.02664 2.21426 5.32140 0.362
H -5.45431 2.67399 4.43155 0.340
H -2.97640 4.46416 4.66626 0.031
H -4.38513 4.58045 5.72353 0.459
H -4.54401 4.93465 4.01553 0.174
O -4.12560 -2.58940 6.34753 -0.536
C -2.81173 -3.06036 6.42028 -0.511
N -1.86893 -2.20175 5.71734 -0.089
C -1.93803 -2.12874 4.37190 0.246
O -2.68808 -2.83246 3.71575 -0.693
C -1.03586 -1.14713 3.67220 0.060
C -0.24460 -0.17635 4.28131 -0.239
C 0.51689 0.67177 3.49879 -1.390
C 0.48375 0.52766 2.12309 -0.869
N -0.26443 -0.41275 1.52816 1.614
C -1.02873 -1.20206 2.29281 -0.226
H -4.46241 -2.79555 5.46770 0.357
H -2.72492 -4.06426 6.00219 0.311
H -2.52597 -3.07424 7.46955 0.386
H -1.37225 -1.50168 6.23866 0.214
H -0.21281 -0.06511 5.35752 0.364
H 1.12661 1.44858 3.93645 0.501
H 1.06592 1.16921 1.47698 0.518
H -1.66209 -1.93606 1.80271 0.580
Se 0.91539 0.83970 -1.27380 0.067
Se -2.32142 -0.35632 -1.19048 -0.202
Sb -2.16569 1.41049 -3.33393 0.741
Se -3.08502 0.15989 -5.12415 -0.490
Se -2.90757 3.54599 -2.73626 -0.404
Se 0.44509 1.13524 -3.53979 -0.207
```

---

(2)
Entry from OMol25: a molecular structure, C36H45As2FeN3S4Si3 (ωB97M-V/def2-TZVPD).

Output
- Max |F|: 0.6 eV Å⁻¹
- LUMO level (alpha / beta): 4.2 / 4.2 eV
- ⟨S²⟩: 6.079
- HOMO (alpha / beta): -0.17 / -2.00 eV
- Molecular weight: 937.99 g/mol
- Spin multiplicity: 5
- Frontier orbital gap (alpha / beta): 4.3 / 6.2 eV
- Net charge: -2

Structure (XYZ):
```
94
Properties=species:S:1:pos:R:3:mulliken_charge:R:1
Fe 0.14959 -0.24861 -0.26240 -1.528
C 3.05828 2.19794 1.77613 -1.416
C 1.99191 1.78424 0.95698 -0.072
N 1.65779 0.52494 0.80405 1.205
C 2.38132 -0.43219 1.46959 -0.821
C 3.47381 -0.10221 2.30649 1.183
C 3.79223 1.25120 2.44817 -0.735
C 4.15885 -1.16991 2.94823 -1.046
C 3.77404 -2.45883 2.75328 -0.984
C 2.66474 -2.81069 1.90993 1.281
C 2.23807 -4.11814 1.67710 -1.637
C 1.11673 -4.30782 0.82538 -0.835
C 0.48886 -3.22831 0.27223 -0.605
N 0.87807 -1.94901 0.47212 1.605
C 1.96890 -1.75245 1.28403 -0.149
H 3.26290 3.25457 1.87225 0.457
H 1.39866 2.51211 0.42445 0.437
H 4.61422 1.53841 3.09552 0.379
H 4.99166 -0.93612 3.60246 0.369
H 4.30341 -3.26437 3.25110 0.373
H 2.74489 -4.95343 2.14328 0.340
H 0.73429 -5.29891 0.61604 0.478
H -0.37303 -3.35876 -0.36430 0.198
C 2.95824 -1.75528 -3.22488 -1.058
C 3.03203 -0.67298 -4.09218 -1.061
C 2.28077 0.45914 -3.83422 -0.521
C 1.43024 0.52460 -2.71782 0.361
C 1.35142 -0.56482 -1.82336 1.515
C 2.13421 -1.68312 -2.10324 -0.152
C 0.60548 1.67676 -2.41049 0.353
C 0.54619 2.79534 -3.23926 -0.566
C -0.19273 3.90154 -2.90287 -2.195
C -0.81736 3.92607 -1.61313 1.043
C -1.49601 5.05908 -1.15019 -0.702
C -2.02229 5.12253 0.12897 -0.838
C -1.84289 4.03649 0.97760 -0.798
C -1.18811 2.89946 0.53543 0.704
C -0.70275 2.77881 -0.77376 -0.777
N -0.10297 1.60169 -1.21875 1.498
H 3.54843 -2.64759 -3.40399 0.405
H 3.67691 -0.70645 -4.96375 0.324
H 2.35879 1.29953 -4.51300 0.320
H 2.12245 -2.53651 -1.43675 0.410
H 1.08408 2.77620 -4.17773 0.268
H -0.26459 4.76422 -3.55436 0.257
H -1.58488 5.90594 -1.82474 0.357
H -2.54709 6.00849 0.46659 0.338
H -2.22981 4.04147 1.98926 0.423
H -1.08504 2.06886 1.21366 -0.302
S -1.50076 1.66364 6.27829 -0.591
As -2.30549 0.75896 4.54929 0.272
S -0.47030 0.42923 3.24235 -0.271
S -1.35743 -0.28196 1.49920 -0.238
S -3.86549 1.66984 3.45467 -0.515
C -2.97723 -3.30996 -4.20443 -1.150
Si -1.45407 -2.61452 -3.33135 0.165
C -0.46610 -4.13876 -2.85730 -0.960
C -0.53791 -1.66895 -4.65846 -0.578
As -1.81439 -1.22763 -1.42084 0.807
Si -3.31373 0.44797 -2.22427 0.661
C -4.91475 -0.30855 -2.88527 -1.331
C -2.54004 1.36050 -3.66814 -1.003
C -3.78042 1.60396 -0.83175 -0.631
Si -3.37861 -2.47603 -0.07083 0.679
C -4.27089 -3.75388 -1.14067 -1.431
C -4.70809 -1.37288 0.64380 -0.598
C -2.59111 -3.50449 1.28106 -1.114
H -2.59970 -3.71474 -5.15066 0.347
H -3.73990 -2.57230 -4.44356 0.233
H -3.44635 -4.12526 -3.65711 0.322
H -0.32490 -4.73656 -3.76423 0.550
H -0.99975 -4.75547 -2.12904 0.242
H 0.51465 -3.89378 -2.45042 0.211
H -0.17279 -2.38890 -5.39877 0.455
H 0.31712 -1.11576 -4.27410 -0.111
H -1.20657 -0.97266 -5.16920 0.371
H -4.77296 -0.82825 -3.83234 0.324
H -5.59293 0.53218 -3.07067 0.437
H -5.40852 -0.97988 -2.18427 0.173
H -1.66045 0.86190 -4.07362 -0.086
H -2.21853 2.35432 -3.35502 0.241
H -3.27807 1.47215 -4.46891 0.538
H -4.85859 1.55861 -0.65730 0.569
H -3.51414 2.62911 -1.10291 0.422
H -3.28129 1.38372 0.11355 -0.198
H -4.74462 -3.34141 -2.03002 0.320
H -5.05227 -4.19826 -0.51428 0.410
H -3.59969 -4.55834 -1.44777 0.301
H -5.33835 -0.92558 -0.12675 0.255
H -4.31450 -0.57620 1.27535 -0.053
H -5.34769 -2.01176 1.26420 0.440
H -2.04903 -4.36696 0.88782 0.245
H -3.41415 -3.87535 1.90227 0.489
H -1.92084 -2.91776 1.90653 0.296
```

---

(3)
Entry from OMol25: a molecular structure, C36H45AsBrCoN6O9S (ωB97M-V/def2-TZVPD).

Output
- Max |F|: 0.8 eV Å⁻¹
- LUMO level (alpha / beta): 2.3 / 2.3 eV
- ⟨S²⟩: 0.764
- HOMO (alpha / beta): -5.06 / -5.08 eV
- Molecular weight: 951.61 g/mol
- Spin multiplicity: 2
- Frontier orbital gap (alpha / beta): 7.3 / 7.4 eV
- Net charge: -1

Structure (XYZ):
```
100
Properties=species:S:1:pos:R:3:mulliken_charge:R:1
Co -0.16874 -0.17885 -0.80336 1.289
O -0.51890 3.34538 -0.40757 -0.598
As -2.02378 2.44801 -0.68788 1.031
O -3.12661 3.19058 0.27204 -0.842
O -1.75312 0.82075 -0.37480 -0.408
C -2.40063 2.94412 -2.51644 0.341
C -2.59890 4.32015 -2.64704 -1.128
C -2.92461 4.89593 -3.86192 -0.669
C -3.07029 4.08339 -4.97946 -0.455
C -2.89088 2.71861 -4.86602 -0.392
C -2.55951 2.13446 -3.64080 0.570
S -0.95964 -0.03225 -3.42247 0.106
O -0.18255 0.95669 -2.60235 -0.828
O -2.48614 0.78114 -3.61271 -0.538
O -1.38416 -1.11640 -2.51888 -0.583
H -0.68449 3.80901 0.42451 0.278
H -2.50858 4.93939 -1.76309 0.354
H -3.07165 5.96593 -3.93416 0.381
H -3.32929 4.51346 -5.93955 0.351
H -3.00865 2.06124 -5.71778 0.435
C 1.98581 2.32098 -1.14263 -1.317
N 2.84770 1.15759 -1.19996 0.738
C 3.41309 0.85552 -2.50492 -1.075
C 2.89858 0.25202 -0.20227 -1.399
N 1.89054 0.09874 0.61968 0.858
C 2.25903 -0.26939 1.94127 0.816
C 3.13490 -1.30371 2.18204 -0.365
C 4.01324 -1.28623 3.28940 -1.412
C 4.05208 -0.19801 4.10292 -1.159
C 3.01856 0.77649 4.01778 0.784
C 2.94464 1.82458 4.97043 -0.831
C 1.82287 2.59466 5.05815 -0.845
C 0.68531 2.24905 4.30982 -0.337
C 0.72061 1.22001 3.38983 -0.365
N -0.48527 0.66144 2.96605 0.255
C -1.16474 0.08490 3.89650 -0.247
N -2.51784 -0.14754 3.75267 1.177
C -3.36418 0.88101 3.17967 -1.205
C -3.23610 -1.10095 4.56511 -1.467
N -0.64465 -0.41828 5.09234 0.505
C -1.15647 0.09921 6.34136 -1.182
C 0.69222 -0.96361 5.16943 -0.816
C 1.98319 0.61982 3.05754 -0.316
N 4.13431 -0.41285 -0.08059 1.487
C 5.32275 0.39827 0.02095 -1.291
C 4.32179 -1.73805 -0.61617 -2.339
H 2.58506 3.20484 -1.38685 0.479
H 1.58152 2.41898 -0.14323 0.270
H 1.15631 2.24883 -1.84120 0.327
H 3.51695 1.78927 -3.05758 0.484
H 2.74511 0.18755 -3.05585 0.095
H 4.39642 0.39681 -2.42452 0.257
H 3.26698 -2.07117 1.43478 0.473
H 4.73064 -2.09024 3.40695 0.434
H 4.80495 -0.09658 4.87574 0.378
H 3.77977 1.97273 5.64501 0.361
H 1.76751 3.40588 5.77432 0.389
H -0.26957 2.71857 4.51491 0.529
H -2.76994 1.67990 2.76011 0.363
H -4.02313 1.28812 3.95903 0.232
H -3.98795 0.49182 2.37634 0.256
H -3.76312 -0.62157 5.40119 0.348
H -2.56352 -1.85098 4.97225 0.444
H -3.99471 -1.59208 3.94847 0.324
H -2.09699 0.62079 6.17644 0.373
H -0.44825 0.81438 6.77926 0.341
H -1.32574 -0.70553 7.06542 0.280
H 0.99228 -1.35963 4.20054 0.024
H 0.68984 -1.78576 5.89312 0.448
H 1.43525 -0.22548 5.48989 0.250
H 5.08663 1.33869 0.51673 0.275
H 5.79364 0.62307 -0.94810 0.368
H 6.05696 -0.12996 0.63685 0.358
H 3.36134 -2.22697 -0.75321 1.244
H 4.93090 -2.34595 0.06430 0.216
H 4.82304 -1.71805 -1.59347 0.280
Br 0.05635 -4.75251 -4.07910 -0.162
C 0.70522 -4.72525 -2.29589 -0.219
C 0.64664 -5.93433 -1.61370 -0.457
C 1.07902 -6.01588 -0.29976 -0.805
C 1.54036 -4.87516 0.34071 -0.740
C 1.55758 -3.67112 -0.34302 0.603
C 1.16445 -3.56635 -1.67526 1.013
C 1.39874 -2.23750 -2.38697 -0.357
O 1.81745 -2.28470 -3.53627 -0.737
O 1.28035 -1.16194 -1.70085 0.996
H 0.26795 -6.80884 -2.12474 0.412
H 1.05059 -6.96813 0.21579 0.370
H 1.87786 -4.91668 1.36922 0.444
H 1.88028 -2.76431 0.14798 -0.016
C -2.85154 -1.91874 0.17680 -1.118
C -1.55985 -2.14372 0.88989 1.175
C -1.51936 -3.13775 2.01015 -1.592
O -0.52653 -1.57202 0.58271 0.454
H -3.53892 -2.75044 0.33350 0.511
H -2.67286 -1.73329 -0.88040 0.090
H -3.28585 -1.00462 0.58644 0.007
H -2.38064 -3.00983 2.65997 0.406
H -0.58920 -3.04081 2.56630 0.015
H -1.58326 -4.13936 1.57639 0.459
```